1.
The following is a DFT calculation (the ωB97M-V functional and the def2-TZVPD basis) of 3 unconnected molecules or ions with the total composition C3H11NO3.

charge	0
structure (SMILES)	CNC(C)=O.O.O
lowest unoccupied orbital energy	0.8	eV
electronic energy	-401.3786	Ha
HOMO	-9.487	eV
frontier orbital gap	10.27	eV

Last column: natural (NBO) charge in e.
Cartesian coordinates (Å):
1 C -0.6985 -1.2653 0.3181  0.694
2 H -0.6501 -0.4436 -2.8757  0.191
3 H 1.3132 -1.0423 1.1940  0.256
4 C 0.7737 -1.5514 0.4007  -0.731
5 O -0.4057 1.5578 1.8449  -0.974
6 H -2.2025 -0.9883 -0.8894  0.394
7 H -1.1168 0.9257 -1.9154  0.201
8 H 1.0240 1.9162 0.6133  0.497
9 H 1.3097 -1.3236 -0.5198  0.218
10 C -0.5421 0.0041 -1.8818  -0.406
11 H 1.0576 -2.6048 0.5524  0.243
12 O -1.3336 -1.1292 1.3600  -0.652
13 H -1.0706 2.0932 2.3162  0.474
14 H 0.4993 0.0769 -1.6007  0.236
15 H 2.3884 2.3266 0.1408  0.464
16 N -1.2047 -0.8715 -0.8981  -0.635
17 H -0.9377 0.7525 1.6975  0.500
18 O 1.7963 1.5670 0.1432  -0.969



2.
The following is a DFT calculation (the ωB97M-V functional and the def2-TZVPD basis) of a single C6H6N4S molecule.

charge	0
structure (SMILES)	c1cn(Nc2nccs2)cn1
lowest unoccupied orbital energy	0.4	eV
electronic energy	-849.3746	Ha
HOMO	-8.682	eV
frontier orbital gap	9.10	eV

Last column: natural (NBO) charge in e.
Cartesian coordinates (Å):
1 C 1.7122 0.6652 -0.6464  -0.077
2 C -3.2394 0.2177 0.5480  -0.466
3 N 1.2291 -0.5810 -0.4544  -0.190
4 H -4.2594 0.2823 0.7901  0.239
5 C -1.1528 -0.3350 -0.4130  0.196
6 C -2.3765 1.2336 0.3722  -0.022
7 C 2.0295 -1.2695 0.4037  0.102
8 H -2.6778 2.3239 0.4328  0.218
9 S -2.4914 -1.2642 0.0897  0.384
10 N -0.0689 -1.0248 -0.9391  -0.433
11 N 2.9927 -0.4540 0.8144  -0.441
12 H -0.2137 -2.0613 -0.9221  0.398
13 H 1.7693 -2.1192 1.1051  0.217
14 C 2.8458 0.7145 0.1057  -0.112
15 N -1.1380 0.9105 -0.0577  -0.471
16 H 1.3680 1.3977 -1.4165  0.244
17 H 3.6712 1.3636 0.1875  0.214



3.
The following is a DFT calculation (the ωB97M-V functional and the def2-TZVPD basis) of a single C2H3NO3 molecule.

charge	0
structure (SMILES)	O=CCON=O
lowest unoccupied orbital energy	0.3	eV
electronic energy	-358.3493	Ha
HOMO	-9.929	eV
frontier orbital gap	10.24	eV

Last column: natural (NBO) charge in e.
Cartesian coordinates (Å):
1 O -3.8281 -0.1872 0.0135  -0.257
2 C -0.3209 1.1067 -0.1102  0.405
3 H 0.6459 1.4718 0.2343  0.116
4 N -2.7382 0.0349 0.3784  0.375
5 C -0.4451 -0.3835 -0.1183  -0.201
6 H 0.1207 -0.5868 0.7303  0.202
7 H -0.0608 -0.7519 -1.0993  0.241
8 O -1.1992 1.8995 -0.3449  -0.483
9 O -1.8067 -0.8173 -0.2439  -0.396



4.
The following is a DFT calculation (the ωB97M-V functional and the def2-TZVPD basis) of a molecular structure, C30H28AlF7N2O3PS.

charge	-1
lowest unoccupied orbital energy	2.6	eV
electronic energy	-3176.3619	Ha
HOMO	-5.456	eV
frontier orbital gap	8.01	eV

Last column: Mulliken charge in e.
Cartesian coordinates (Å):
1 C -0.8922 0.2564 4.4306  0.337
2 C 4.9683 -2.2416 0.3109  -0.596
3 H 2.7891 -3.9368 -2.4259  0.169
4 C 0.8979 -6.6932 -2.9716  -0.537
5 C -2.8928 1.6348 -1.4237  0.480
6 F -1.2793 0.1651 3.1514  -0.235
7 H 5.4145 2.7595 -3.2870  0.376
8 C -8.4552 4.3821 0.8633  -0.512
9 C -6.5179 3.8559 -0.4678  -0.517
10 F -2.9433 1.0725 -0.2204  -0.196
11 C -0.0750 0.4363 7.0507  -0.560
12 C 1.9839 -5.9014 -2.6584  0.254
13 H 1.0730 -0.9800 -1.3615  -0.233
14 F 3.4868 -1.0864 -2.7694  -0.335
15 C -7.8475 3.7677 1.9379  0.468
16 C 4.2335 -1.8039 -1.9090  0.302
17 P 0.2126 -0.3823 -0.4089  0.618
18 H 4.9458 -2.0128 1.3675  0.387
19 H 5.4791 2.3860 -0.8272  0.409
20 H 6.3768 -4.3983 -1.8884  0.382
21 C -5.9291 3.2389 0.6272  -0.149
22 O -2.0144 4.0602 -0.9294  -0.697
23 C -0.3867 -4.6929 -3.3509  -0.686
24 C -1.7652 0.7694 5.3698  -0.627
25 C 3.2841 2.7048 -3.3849  -0.528
26 H 3.5815 -0.6737 -0.2184  0.334
27 N 2.1114 2.5528 -2.7668  -0.433
28 H -0.0092 2.0424 1.7656  0.258
29 C 0.7219 -3.9186 -3.0357  -0.308
30 O -1.2299 2.9973 -2.9780  -0.669
31 H 3.2520 2.8767 -4.4493  0.389
32 C 2.1369 2.3304 -1.4402  0.458
33 H 0.2475 0.5075 8.0812  0.357
34 F -4.0604 2.2361 -1.6404  -0.214
35 F 3.1487 -6.4977 -2.3189  -0.300
36 H -5.9926 3.8925 -1.4113  0.445
37 C 1.9188 -4.5237 -2.6819  0.113
38 H -2.0215 1.2506 7.4394  0.351
39 H 6.3491 -3.8699 0.5281  0.377
40 C 4.2020 -1.4902 -0.5664  0.162
41 H 4.9894 -3.0602 -3.4613  0.433
42 C 5.7540 -3.2858 -0.1614  -0.575
43 C 0.3781 -0.1706 4.7645  -0.260
44 C 4.5404 2.4361 -1.3554  -0.511
45 H 0.9267 -0.0020 1.5770  0.106
46 H -2.7499 1.0969 5.0647  0.463
47 F -8.5025 3.7247 3.1222  -0.325
48 C -0.2970 -6.0774 -3.3167  -0.331
49 Al 0.4288 1.9932 -0.4482  0.043
50 C -6.5948 3.1969 1.8443  -0.662
51 H -1.0865 -0.8149 -0.7675  0.020
52 H 1.7788 -0.3987 6.3648  0.356
53 C 3.3244 2.2793 -0.7030  -0.374
54 S -1.4739 2.8621 -1.5557  1.027
55 H -1.3192 -4.2159 -3.6206  0.397
56 H -9.4398 4.8162 0.9776  0.403
57 F -2.7559 0.6800 -2.3394  -0.222
58 C -7.7771 4.4267 -0.3472  -0.326
59 H 0.9914 -7.7708 -2.9438  0.421
60 H -6.1508 2.7289 2.7127  0.472
61 C 4.4991 2.6429 -2.7255  -0.245
62 H -1.1606 -6.6829 -3.5576  0.352
63 H 0.6569 -2.8391 -3.0618  0.423
64 H 3.2847 2.1116 0.3619  0.512
65 C 5.0009 -2.8409 -2.4015  -0.534
66 O 0.5180 2.6028 1.1879  -0.555
67 H -8.2352 4.9113 -1.1991  0.353
68 C 0.7851 -0.0738 6.0865  -0.306
69 N 0.6899 -0.8426 1.0641  -0.779
70 C -1.3484 0.8550 6.6904  -0.331
71 H -4.9507 2.7956 0.5378  0.318
72 H 1.0234 -0.5729 3.9940  0.457
73 C 5.7691 -3.5841 -1.5171  -0.311



5.
The following is a DFT calculation (the ωB97M-V functional and the def2-TZVPD basis) of a single C4H10N4 molecule.

charge	0
structure (SMILES)	[H]/N=C(\N)N1CCCN1
lowest unoccupied orbital energy	0.8	eV
electronic energy	-377.3846	Ha
HOMO	-8.503	eV
frontier orbital gap	9.34	eV

Last column: natural (NBO) charge in e.
Cartesian coordinates (Å):
1 H 1.4013 1.1867 1.5523  0.210
2 C -1.2624 -0.0981 -0.0804  0.572
3 N -1.9053 1.1063 0.2716  -0.841
4 N -0.0810 0.0535 -0.7964  -0.290
5 C 1.7517 0.6356 0.6389  -0.444
6 H 0.3774 2.1082 -0.2562  0.188
7 H -2.6784 0.9340 0.9161  0.380
8 H -1.3482 1.8566 0.6072  0.380
9 H 2.8177 0.8958 0.3397  0.221
10 N -1.7208 -1.2653 0.1828  -0.784
11 C 1.5245 -0.8597 0.6382  -0.263
12 H 0.8086 -1.2056 1.4062  0.193
13 C 0.8673 1.1585 -0.5600  -0.218
14 H 0.3020 -1.8618 -0.6866  0.388
15 N 0.8332 -0.9941 -0.6919  -0.461
16 H 2.4778 -1.4386 0.6938  0.213
17 H -2.7314 -1.1101 0.3947  0.335
18 H 1.4029 1.3143 -1.5493  0.223



6.
The following is a DFT calculation (the ωB97M-V functional and the def2-TZVPD basis) of a molecular structure, C18H15Cl2N4O3Pd.

charge	+2
lowest unoccupied orbital energy (spin up / spin down)	-7.6 / -8.8	eV
electronic energy	-2187.3400	Ha
2S+1	2
HOMO (spin up / spin down)	-15.902 / -15.890	eV
frontier orbital gap (spin up / spin down)	8.31 / 7.07	eV
<S²>	0.757

Last column: Mulliken spin population.
Cartesian coordinates (Å):
1 C -0.4606 -4.1725 -2.0689  -0.012
2 O 0.6682 -3.1710 2.5456  0.004
3 H 3.3416 1.1367 -3.7976  0.000
4 C 2.1430 -2.0601 0.2757  0.005
5 C 0.5925 3.3255 0.5948  -0.003
6 H 4.2821 -2.2931 -1.3575  0.001
7 H -3.8060 0.8671 3.3338  0.000
8 C -2.2528 -4.0857 -0.4756  -0.011
9 Cl 1.4884 2.2697 1.6764  0.026
10 C -0.8240 -1.3198 2.4514  0.014
11 C 2.0358 0.6916 -2.1713  0.011
12 O -1.1731 -0.7672 -1.2474  0.321
13 C 0.3482 -2.1598 2.0017  0.000
14 C 2.5585 -1.1603 -0.8697  0.014
15 C -1.3865 -4.8286 -1.2674  0.037
16 H -3.2812 -1.1263 4.7398  0.000
17 C -2.1583 0.5308 2.0220  0.012
18 H -2.9980 -4.5624 0.1445  0.000
19 H -0.0167 4.0141 1.1677  0.001
20 H 1.3513 1.5064 -2.3604  0.000
21 H -1.4394 -5.9086 -1.2681  0.001
22 C 3.9821 -0.5976 -2.6876  -0.001
23 C 3.1447 0.4716 -2.9688  0.000
24 H 4.8578 -0.7813 -3.2956  0.000
25 C -2.6684 -0.8799 3.8830  -0.001
26 C -0.4079 -2.7985 -2.0516  0.030
27 O 2.7457 -3.0433 0.5797  0.004
28 N 1.7625 -0.1062 -1.1357  0.017
29 H 0.2608 -2.1969 -2.6484  -0.002
30 C 3.6786 -1.4347 -1.6219  0.002
31 Cl -0.5528 2.3718 -0.4461  0.012
32 C -2.1660 -2.7129 -0.4852  0.032
33 H 0.2162 -4.7182 -2.7101  0.000
34 N -1.2439 -2.1064 -1.2555  -0.003
35 H 1.2740 3.8327 -0.0772  0.001
36 H -1.3038 -2.5604 4.1011  0.001
37 H -2.8021 -2.0480 0.0793  -0.001
38 Pd 0.2191 0.0518 0.1866  0.420
39 N -1.1045 -0.2300 1.7133  0.022
40 H -2.3541 1.3834 1.3876  0.000
41 N 0.9939 -1.5705 0.9092  0.045
42 C -1.5819 -1.6751 3.5443  0.002
43 C -2.9628 0.2303 3.1068  0.000